Entry 1:
33
Properties=species:S:1:pos:R:3 method="wB97M-V/def2-TZVPD" multiplicity=1 total_charge=0 de_lowest_kcal_mol=100.26 e_tot_ha=-840.7204 smiles=O.O.O.O.O.O.O.O.O.O.O
O 2.38 -0.68 3.59
H 2.19 -0.06 2.95
H 3.19 -0.28 3.95
O 2.25 2.05 -3.31
H 2.52 3.05 -3.15
H 2.11 1.90 -2.35
O -0.68 -2.52 0.09
H -1.20 -2.30 0.89
H -0.38 -3.38 0.15
O 1.89 3.48 2.70
H 2.31 3.68 1.87
H 1.16 2.92 2.38
O -4.72 -1.07 0.54
H -4.94 -1.82 0.00
H -4.16 -0.45 0.12
O 0.00 0.37 -4.75
H 0.54 0.33 -3.98
H -0.80 0.91 -4.43
O -1.77 0.85 -0.56
H -1.82 1.03 0.53
H -2.28 0.18 -0.88
O 2.26 -0.25 -2.64
H 2.69 -1.03 -2.95
H 1.91 -0.64 -1.90
O 0.02 -2.52 -3.78
H -0.98 -2.43 -3.58
H 0.03 -3.45 -3.90
O -0.26 -0.88 4.01
H -0.91 -1.42 4.45
H 0.52 -0.89 4.60
O -1.21 2.14 3.13
H -0.78 1.65 3.80
H -1.07 1.52 2.39

Entry 2:
92
Properties=species:S:1:pos:R:3 method="wB97M-V/def2-TZVPD" multiplicity=1 total_charge=+2 e_tot_ha=-9351.7160
W -1.50 1.08 0.00
C 4.34 -2.03 -3.34
C 3.82 -0.82 -4.13
C 3.68 -1.21 -5.60
C 4.82 0.34 -4.02
C 2.48 -0.38 -3.53
C 2.43 0.01 -2.19
C 1.22 0.39 -1.65
Se 1.14 1.38 0.00
C 1.21 0.37 1.64
C 2.42 -0.03 2.17
C 2.46 -0.44 3.51
C 1.29 -0.36 4.25
C 0.05 0.07 3.75
C 0.06 0.42 2.42
O -1.09 0.87 1.76
C -1.21 0.11 4.62
C -1.73 1.55 4.70
C -0.92 -0.36 6.05
C -2.28 -0.82 4.03
C 3.80 -0.91 4.09
C 4.82 0.23 4.00
C 4.29 -2.12 3.29
C 3.66 -1.32 5.56
C 0.06 0.41 -2.42
O -1.10 0.82 -1.74
C 0.06 0.07 -3.76
C 1.30 -0.32 -4.27
C -1.21 0.10 -4.62
C -2.26 -0.86 -4.03
C -1.76 1.53 -4.68
C -0.92 -0.35 -6.05
H 5.30 -2.35 -3.74
H 3.65 -2.87 -3.41
H 4.49 -1.80 -2.28
H 4.66 -1.53 -5.97
H 3.36 -0.38 -6.22
H 2.99 -2.05 -5.74
H 5.77 0.04 -4.46
H 5.01 0.62 -2.98
H 4.46 1.22 -4.55
H 3.33 0.04 -1.59
H 3.31 -0.03 1.56
H 1.33 -0.65 5.29
H -0.98 2.22 5.11
H -2.61 1.59 5.35
H -2.03 1.94 3.72
H -0.20 0.28 6.56
H -0.55 -1.39 6.08
H -1.85 -0.33 6.63
H -2.60 -0.50 3.04
H -3.16 -0.83 4.68
H -1.91 -1.85 3.97
H 5.01 0.52 2.96
H 5.77 -0.09 4.43
H 4.48 1.11 4.54
H 4.45 -1.88 2.23
H 3.59 -2.95 3.35
H 5.25 -2.46 3.69
H 3.35 -0.49 6.19
H 4.63 -1.66 5.92
H 2.95 -2.14 5.69
H 1.34 -0.61 -5.31
H -2.58 -0.55 -3.03
H -1.87 -1.88 -3.97
H -3.14 -0.88 -4.67
H -2.06 1.90 -3.69
H -2.64 1.55 -5.32
H -1.02 2.22 -5.09
H -0.53 -1.37 -6.09
H -0.22 0.31 -6.56
H -1.85 -0.33 -6.62
Br -6.83 -2.98 0.04
C -5.35 -1.88 0.03
C -4.07 -2.42 0.02
C -2.99 -1.55 0.01
N -3.15 -0.22 0.01
C -4.39 0.30 0.02
C -5.51 -0.49 0.03
C -4.41 1.79 0.02
C -5.55 2.54 0.03
C -5.43 3.94 0.03
Br -6.96 4.98 0.04
C -4.18 4.52 0.01
C -3.07 3.69 0.00
N -3.17 2.35 0.01
H -3.91 -3.48 0.02
H -1.97 -1.91 0.01
H -6.51 -0.06 0.03
H -6.53 2.08 0.04
H -4.05 5.59 0.01
H -2.07 4.08 -0.01

Entry 3:
83
Properties=species:S:1:pos:R:3 method="wB97M-V/def2-TZVPD" multiplicity=1 total_charge=+1 de_lowest_kcal_mol=0.00 e_tot_ha=-2358.8658
Zr -2.04 0.20 -0.66
O -4.45 3.44 0.28
C -3.98 2.22 0.36
O -3.90 1.48 -0.62
C -3.69 1.75 1.77
O -2.51 0.96 1.83
C -1.31 1.69 2.17
C -0.62 2.03 0.84
O 0.31 3.04 0.93
O -1.54 2.24 -0.09
H -4.64 3.66 -0.64
H -4.53 1.12 2.05
H -3.63 2.60 2.45
H -0.71 1.06 2.81
H -1.56 2.62 2.69
C 2.46 1.67 -5.71
O 1.50 0.79 -6.30
C 0.47 0.39 -5.55
C -0.44 -0.49 -6.20
C -1.51 -0.95 -5.51
C -1.75 -0.59 -4.16
C -2.88 -1.08 -3.45
C -3.87 -1.99 -4.12
O -3.12 -0.82 -2.24
C -0.83 0.29 -3.53
O -0.99 0.68 -2.29
C 0.27 0.77 -4.24
H 3.20 1.86 -6.48
H 2.93 1.21 -4.84
H 1.99 2.61 -5.42
H -0.25 -0.76 -7.22
H -2.20 -1.62 -6.01
H -4.26 -1.54 -5.03
H -4.69 -2.19 -3.44
H -3.39 -2.94 -4.38
H 0.94 1.44 -3.71
C -4.93 -2.54 1.61
C -3.62 -2.09 1.05
O -3.61 -1.03 0.41
C -2.42 -2.89 1.26
C -2.45 -4.00 2.11
C -1.33 -4.76 2.34
C -0.13 -4.41 1.69
C -0.08 -3.34 0.84
C -1.22 -2.55 0.60
O -1.12 -1.54 -0.23
H -5.72 -1.88 1.25
H -4.91 -2.51 2.70
H -5.15 -3.57 1.31
H -3.37 -4.27 2.62
H -1.36 -5.61 3.01
H 0.76 -5.00 1.86
H 0.84 -3.06 0.34
C 5.24 2.94 4.39
O 3.99 2.63 3.79
C 3.66 1.31 3.67
C 4.48 0.26 4.05
C 4.06 -1.05 3.85
C 2.81 -1.31 3.29
C 1.99 -0.24 2.94
C 2.40 1.06 3.12
N 1.56 2.16 2.75
C 1.62 2.66 1.39
C 2.17 1.68 0.42
C 3.48 1.68 -0.03
C 3.91 0.72 -0.94
C 3.02 -0.23 -1.41
C 1.70 -0.23 -0.99
C 1.29 0.72 -0.07
O 0.01 0.72 0.44
H 5.30 2.56 5.41
H 5.31 4.03 4.41
H 6.07 2.54 3.80
H 5.46 0.44 4.48
H 4.71 -1.86 4.14
H 2.48 -2.33 3.14
H 1.01 -0.44 2.51
H 1.71 2.93 3.40
H 2.17 3.60 1.34
H 4.17 2.43 0.36
H 4.94 0.72 -1.27
H 3.35 -0.97 -2.12
H 0.99 -0.96 -1.34

Entry 4:
17
Properties=species:S:1:pos:R:3 method="wB97M-V/def2-TZVPD" multiplicity=2 total_charge=-1 de_lowest_kcal_mol=35.95 e_tot_ha=-417.3525
O 2.05 1.30 -0.42
C 2.63 0.47 0.32
N 2.19 -0.73 0.62
C -0.68 0.78 -1.28
N -2.00 0.19 -1.33
H 3.66 0.63 0.67
H 2.85 -1.37 1.04
H 0.22 0.14 -1.33
H -0.48 1.21 -0.29
H -1.91 -0.74 -1.73
H -0.51 1.62 -1.97
H -1.01 -1.02 1.04
H 0.40 -1.53 0.78
O -0.54 -1.84 0.78
H -2.56 0.33 2.10
H -2.42 0.15 -0.39
O -1.89 0.41 1.40